# 1
# C3HFN5O

A gas-phase ion, C3HFN5O (charge -1) (ωB97M-V/def2-TZVPD, OMol25).

Last column: Mulliken charge in e.
Geometry (Å):
C1 -1.797960 0.238179 -0.006162  -0.02
C2 -1.766886 -1.038071 -0.455530  0.60
C3 0.503791 0.701786 -0.090590  0.60
N1 -0.722780 1.067213 -0.332230  -0.62
N2 2.365316 -0.387203 0.327318  -0.50
N3 1.557991 1.285832 -0.754718  -0.44
N4 2.618937 0.564499 -0.371120  -0.22
N5 1.003429 -0.368736 0.585953  0.10
O1 -1.414178 -2.109194 -0.795389  -0.48
F1 -2.851167 0.884433 0.559078  -0.30
H1 0.503505 -0.838738 1.333387  0.27

Atomic forces in eV per Å
C 2.0873 -0.7539 -0.5392
C -0.4569 2.4503 0.8595
C 1.1631 0.1322 -1.5870
N -2.4182 -0.0045 0.1596
N -0.2566 -3.6635 3.6552
N -0.8181 -0.2832 1.1709
N 1.2559 2.8032 -2.7954
N -0.6448 0.6847 -0.3959
O -0.1344 -0.5548 -0.0572
F -0.4638 -0.6273 -0.0639
H 0.6865 -0.1831 -0.4068

Total charge ... -1
Energy relative to the best compared isomer or geometry (same formula, charge and spin) ... 14.1 kcal per mole
E_HOMO ... -3.182 eV
HOMO-LUMO gap ... 6.8011 eV

=====

# 2
# C26H64N5O5

5 unconnected molecules or ions with the total composition C26H64N5O5 (ωB97M-V/def2-TZVPD, OMol25).

Last column: Mulliken charge in e.
Geometry (Å):
C1 23.312920 -6.966830 20.045040  0.02
N1 24.483340 -6.487460 20.907520  0.48
C2 25.534810 -6.054080 19.915220  -0.90
C3 23.972700 -5.218260 21.740530  -0.98
C4 24.858820 -7.640760 21.918560  0.39
C5 26.138210 -7.556220 22.761990  -0.86
O1 27.262320 -7.651770 21.920340  -0.54
H1 22.485930 -7.316920 20.662800  -0.16
H2 23.601020 -7.828000 19.442140  -0.10
H3 22.947950 -6.243870 19.315510  0.57
H4 26.415660 -5.581930 20.350320  0.33
H5 25.103370 -5.297770 19.259500  0.44
H6 25.816050 -6.957700 19.374410  0.37
H7 23.358020 -5.546080 22.578860  0.41
H8 23.358980 -4.545020 21.142040  0.42
H9 24.855780 -4.748100 22.173220  0.48
H10 24.834590 -8.550780 21.319090  0.17
H11 24.057910 -7.768970 22.646710  0.36
H12 26.040740 -8.473010 23.343450  0.43
H13 26.150360 -6.680460 23.410830  0.33
H14 27.870200 -8.288640 22.303030  0.36
C6 24.565630 -12.858050 18.980340  -1.00
N2 23.131590 -12.367950 19.079410  0.60
C7 22.219660 -13.495460 18.461500  -1.07
C8 22.690650 -12.233340 20.580010  0.47
C9 22.793250 -11.120200 18.261980  0.83
C10 23.541290 -10.940580 16.850520  -0.48
O2 23.396900 -9.629180 16.514800  -0.47
H15 24.745040 -13.115000 17.936360  0.51
H16 24.667030 -13.749580 19.599190  0.38
H17 25.354920 -12.166920 19.276080  0.23
H18 22.483450 -14.332990 19.107300  0.48
H19 22.596130 -13.527530 17.439090  0.48
H20 21.161670 -13.235260 18.429150  0.34
H21 23.580660 -12.111220 21.197310  1.47
H22 22.148970 -13.130410 20.879920  -0.99
H23 22.174740 -11.327640 20.898800  -0.45
H24 23.102720 -10.366980 18.986550  -0.93
H25 21.707470 -11.180720 18.187800  0.42
H26 23.125210 -11.551760 16.049630  0.39
H27 24.574780 -11.284830 16.888870  0.34
H28 23.863850 -9.179840 17.223070  0.31
C11 20.712160 -13.463680 22.053720  -1.16
C12 21.517940 -12.925410 23.269850  -0.61
C13 22.420650 -11.739950 22.828490  0.21
N3 23.320520 -11.183620 23.952000  0.83
C14 24.462970 -12.197100 24.100180  -0.91
C15 22.554400 -10.890130 25.269840  -0.81
C16 23.486100 -9.953290 26.059760  -1.75
C17 24.087580 -9.032160 25.021510  0.06
C18 23.954960 -9.794790 23.700120  -1.16
H29 21.364780 -14.048230 21.405260  0.40
H30 20.370220 -12.577960 21.518280  0.13
H31 19.874480 -14.131660 22.254200  0.53
H32 22.133820 -13.754730 23.617700  0.29
H33 20.946350 -12.645570 24.154760  0.53
H34 21.767770 -10.926090 22.513090  -0.62
H35 23.062530 -11.948590 21.972580  -0.56
H36 25.063490 -12.244080 23.191750  0.33
H37 23.936290 -13.135670 24.272770  0.34
H38 25.001240 -11.993960 25.025980  0.42
H39 22.353870 -11.849410 25.746980  0.54
H40 21.599630 -10.454900 24.974740  0.62
H41 24.233460 -10.600160 26.519250  0.43
H42 23.001800 -9.376470 26.847700  0.76
H43 25.122990 -8.762230 25.229280  0.72
H44 23.472760 -8.132790 25.056280  0.15
H45 24.963130 -9.885050 23.295730  1.47
H46 23.389970 -9.271740 22.928560  -1.69
C19 19.224660 -8.134490 20.298920  -1.67
C20 19.607310 -8.234600 21.819230  0.03
C21 20.506010 -7.013230 22.202600  -0.14
N4 20.885230 -6.928630 23.688960  0.84
C22 21.757470 -5.712730 23.834390  -0.88
C23 21.573470 -8.105530 24.270180  -0.69
C24 21.454350 -8.020500 25.792270  -0.91
C25 20.058990 -7.328440 26.007890  -1.15
C26 19.602150 -6.846970 24.621690  -0.36
H47 19.996390 -8.251860 19.538160  0.27
H48 18.671560 -7.206300 20.155230  0.48
H49 18.411060 -8.836120 20.114880  0.45
H50 20.072590 -9.195700 22.038060  0.20
H51 18.639790 -8.172520 22.317380  0.35
H52 20.003940 -6.048830 22.125330  0.99
H53 21.385990 -6.966710 21.561060  -0.65
H54 21.186780 -4.807430 23.627420  0.39
H55 22.672220 -5.774820 23.244910  -0.16
H56 22.079740 -5.626700 24.872100  0.43
H57 22.553090 -8.349000 23.858880  0.43
H58 20.939270 -8.950220 24.001120  0.29
H59 22.311110 -7.508280 26.230100  0.82
H60 21.397800 -9.003410 26.260010  0.26
H61 20.220400 -6.522730 26.724040  0.33
H62 19.312020 -8.035190 26.369330  0.45
H63 19.257290 -5.813050 24.635260  0.48
H64 18.868660 -7.574470 24.274060  0.21
N5 22.220340 -9.455900 21.254100  0.14
O3 23.252970 -10.018820 21.032310  -0.90
O4 21.210760 -9.976270 20.889470  -0.52
O5 22.260400 -8.473910 22.015990  -0.19

Atomic forces in eV per Å
C -0.1159 -0.3468 -0.1789
N -1.6255 1.3030 0.9888
C 0.3417 -0.1430 0.2284
C 1.4146 -1.2615 -0.7634
C 0.4556 0.9049 -0.4046
C -0.4416 -0.2077 -1.5313
O -0.0457 0.1452 0.0893
H 0.9261 0.7054 -0.6152
H 0.5080 -0.0226 0.1950
H 0.4401 0.5312 0.3906
H -0.1355 -0.4047 0.4796
H -0.2519 -0.2856 -0.0431
H 0.1463 0.2530 -0.1024
H 2.3919 0.3315 -2.5648
H 0.4098 -0.1215 -0.3400
H -0.0127 0.1797 -0.3610
H 0.3300 0.2205 -0.0235
H 0.1167 0.9819 -0.6491
H 0.2696 0.3801 0.4184
H 0.1434 0.0672 0.1037
H 0.3668 0.1245 -0.0582
C -0.5062 -0.2326 -0.3356
N -1.7553 -0.7589 -0.0868
C 1.9964 0.9621 0.4247
C 1.4616 -1.7531 -3.9060
C 1.2897 -0.7693 0.1149
C -0.8905 -2.0723 1.2206
O 0.1324 1.2529 -0.0195
H -0.0004 -0.1656 0.1694
H -0.1494 -0.0065 -0.0896
H -0.5731 0.5080 0.1752
H -0.4909 -0.4526 -0.7078
H -0.2094 -0.7628 0.0619
H 0.2027 0.1490 0.5063
H 2.1308 -1.2656 -3.9934
H 1.3631 0.7322 -1.0242
H -0.5510 -2.0826 -2.5462
H -0.1298 0.5889 -0.7766
H 0.1554 0.5655 -0.2604
H -0.4910 0.0290 0.1669
H 0.2900 0.2873 0.3640
H 0.0939 0.7796 -0.3029
C -0.5880 0.2146 0.8645
C 0.9028 -0.5348 -0.1266
C -1.1010 0.7779 3.5890
N 0.7053 0.6140 0.4819
C -1.6485 -0.0807 1.0907
C 0.6580 -0.8149 -0.2680
C 0.1556 -1.2764 0.3028
C 0.3722 -0.2596 0.3276
C 0.8583 -0.5140 -0.3061
H -0.7277 -0.5007 0.5448
H -0.4533 -0.3351 -0.3088
H -0.0114 0.3170 0.5790
H 0.1511 -0.0568 0.0823
H -0.5396 0.0556 -0.4099
H -0.1136 -0.4102 1.0118
H -1.0737 0.4922 5.1829
H -0.0269 0.2564 0.2431
H 0.4035 -0.1747 -0.1741
H 0.3528 0.2091 -0.4153
H 0.0545 0.1332 0.1549
H 0.2086 -0.1341 -0.0462
H 0.1200 0.2192 0.1542
H 0.2785 -0.6592 0.0230
H -0.0784 -0.1472 0.1481
H 1.3593 -0.1710 -0.1012
H -0.2818 -0.8598 -0.1505
H 0.4094 -0.8758 0.9093
C -0.8867 0.1534 1.0060
C -0.4636 1.5177 -0.5676
C -1.8638 0.4683 0.3808
N -0.1472 0.2063 0.1903
C -0.9239 -0.1328 1.7140
C -1.0844 -1.1355 0.6941
C -1.5561 0.4728 -0.2226
C 1.2223 0.2524 -0.1650
C 1.1260 0.1822 0.1279
H 0.0888 0.0361 0.3039
H 0.4349 0.3936 -0.1565
H 0.3633 -0.4986 -0.1210
H -0.6643 0.8252 0.3134
H 0.0933 0.1139 0.2304
H -0.6328 -0.1568 -0.4724
H -1.0947 0.7080 0.9166
H 0.0538 -0.1107 -0.3613
H -2.7497 -0.9694 1.9409
H -0.1210 -0.0752 0.1352
H -1.5933 1.2586 0.4761
H -0.0730 0.0053 -0.3494
H -0.4307 0.3854 0.2932
H -0.0967 0.4548 -0.3424
H -0.5124 0.0043 -0.0552
H 0.2078 0.1666 0.2641
H -0.1904 -0.2195 -0.3491
H 0.1380 0.5189 -0.5353
N 0.4672 1.1819 1.1269
O 4.7832 1.0069 -1.3156
O -2.7359 -0.2387 -1.9475
O -0.5047 -1.1266 -0.9490

Total charge ... +3
E_HOMO ... -17.825 eV
HOMO-LUMO gap ... 10.7960 eV

=====

# 3
# CH5OP

2 unconnected molecules or ions with the total composition CH5OP (ωB97M-V/def2-TZVPD, OMol25).

Last column: Mulliken charge in e.
Geometry (Å):
C1 -0.022699 -0.464892 0.572201  -0.36
O1 1.142254 -1.067858 0.770262  -0.46
P1 -0.001467 1.208971 -0.285340  -0.09
H1 -0.730647 -1.139685 0.177992  0.32
H2 -0.968023 -0.553176 1.828739  0.18
H3 1.814652 -0.544345 1.130515  0.31
H4 -0.365933 2.134045 0.770652  0.06
H5 1.395688 1.562821 -0.286356  0.02

Atomic forces in eV per Å
C -3.1586 1.3588 3.5530
O 0.2953 -2.5687 -0.6694
P -0.5017 0.5255 0.2658
H -0.2125 -0.6304 -1.4683
H 2.4683 0.9842 -2.4903
H 1.2136 1.4888 0.8691
H 0.3613 -0.6691 -0.3926
H -0.4658 -0.4891 0.3327

Total charge ... 0
Energy relative to the best compared isomer or geometry (same formula, charge and spin) ... 68.1 kcal per mole
E_HOMO ... -8.882 eV
HOMO-LUMO gap ... 9.6401 eV

=====

# 4
# C28H42ClGe2N2O2SSe2Tl

A molecular structure, C28H42ClGe2N2O2SSe2Tl (ωB97M-V/def2-TZVPD, OMol25).

Last column: Mulliken charge in e.
Geometry (Å):
Tl1 1.285505 -0.148574 0.586261  0.17
C1 0.680746 5.070361 -0.337578  -1.02
C2 1.361484 3.707285 -0.461406  -0.55
Ge1 0.224843 2.079763 -0.321181  -0.04
C3 -1.187702 2.055625 -1.742095  0.18
C4 -2.070399 3.299308 -1.851255  -1.14
C5 -0.940747 2.405226 1.260135  -0.49
C6 -1.346717 1.582317 2.241984  0.10
Ge2 -0.550566 -0.265423 2.416859  0.30
C7 0.467722 -0.678063 4.089758  -0.50
C8 -0.092441 -0.618486 5.509921  -1.18
C9 -1.982104 -1.603565 2.105101  -0.28
C10 -3.228418 -1.576732 2.987859  -1.14
C11 -2.442973 2.027703 3.152039  -0.12
C12 -2.633316 1.426680 4.397035  0.59
C13 -3.639637 1.825943 5.265688  -0.89
C14 -4.513893 2.839043 4.904244  -0.34
C15 -4.369030 3.429624 3.654400  -0.78
C16 -3.359847 3.026626 2.795149  -0.36
H1 1.412575 5.875111 -0.201349  0.41
H2 0.003636 5.107549 0.520362  0.17
H3 0.091024 5.314395 -1.223540  0.21
H4 2.088807 3.566467 0.342623  0.33
H5 1.928055 3.647077 -1.396419  0.29
H6 -1.800838 1.183218 -1.491496  0.28
H7 -0.731285 1.839773 -2.709711  -0.11
H8 -2.461400 3.610792 -0.877854  0.16
H9 -2.931235 3.130489 -2.508747  0.41
H10 -1.512888 4.144690 -2.259952  0.23
H11 -1.390812 3.404941 1.260883  0.19
H12 1.362537 -0.056881 4.015396  0.32
H13 0.800251 -1.700823 3.880530  0.36
H14 -0.294667 0.406548 5.826285  0.32
H15 0.628905 -1.031922 6.222986  0.37
H16 -1.018113 -1.192681 5.621346  0.25
H17 -1.483933 -2.572534 2.178289  0.22
H18 -2.268569 -1.504733 1.053898  0.23
H19 -2.977444 -1.688826 4.047145  0.20
H20 -3.907398 -2.396516 2.728280  0.40
H21 -3.784078 -0.642287 2.886525  0.27
H22 -1.985049 0.617020 4.687263  0.06
H23 -3.740665 1.331094 6.225059  0.38
H24 -5.306354 3.152591 5.573859  0.35
H25 -5.059582 4.203717 3.337703  0.37
H26 -3.298506 3.482944 1.815106  0.46
O1 3.204143 -2.811985 -3.183604  -0.73
C17 2.174390 -3.468830 -2.429789  -1.06
C18 2.660754 -4.158179 -1.157562  2.24
C19 3.700207 -5.234331 -1.520493  -1.17
O2 4.885000 -4.740116 -2.129430  -0.60
C20 1.455436 -4.905572 -0.558139  -1.88
Se1 -0.009794 -3.799557 0.149708  -0.47
C21 3.279697 -3.200245 -0.110273  -1.17
Se2 3.367984 -1.256846 -0.463795  -0.18
H27 3.336184 -1.962472 -2.727179  0.31
H28 1.737139 -4.221606 -3.093811  0.66
H29 1.407146 -2.749122 -2.159845  0.23
H30 3.218246 -5.974610 -2.176575  0.39
H31 4.004174 -5.757949 -0.608550  0.46
H32 4.593181 -4.014163 -2.707824  0.46
H33 1.812545 -5.527520 0.267778  0.47
H34 1.053703 -5.585660 -1.314737  0.43
H35 4.326263 -3.460326 0.044747  0.23
H36 2.745327 -3.319450 0.830114  0.40
N1 -1.383607 -2.114447 -2.519165  -0.23
C22 -0.661060 -1.231927 -3.226574  0.50
N2 0.406615 -0.643151 -2.802007  0.55
C23 0.921138 0.210412 -3.751390  -1.31
C24 2.053347 1.004744 -3.573560  -0.01
C25 2.451322 1.847283 -4.597149  -0.86
C26 1.740311 1.913262 -5.796894  -0.44
C27 0.609155 1.132461 -5.987232  -0.44
C28 0.210541 0.289221 -4.962153  1.11
S1 -1.164932 -0.782214 -4.877845  -0.44
H37 -0.936884 -2.578828 -1.699554  -0.17
H38 -2.074417 -2.660209 -3.002407  0.19
H39 2.590275 0.944513 -2.634474  0.43
H40 3.328781 2.468035 -4.462449  0.39
H41 2.068260 2.581769 -6.583520  0.36
H42 0.048443 1.186670 -6.912945  0.37
Cl1 2.815497 1.465072 2.231188  -0.67

Atomic forces in eV per Å
Tl 0.0485 0.1275 -0.0046
C -0.0177 0.0106 0.0338
C 0.0454 -0.0751 -0.0138
Ge -0.0118 0.0444 0.0071
C 0.0004 -0.0292 0.0588
C -0.0059 0.0234 0.0273
C 0.0290 0.1178 -0.0690
C 0.0063 -0.1366 -0.1316
Ge -0.0046 -0.0728 0.1329
C -0.0457 -0.0023 -0.0636
C -0.0454 -0.0206 -0.0147
C 0.0597 0.0407 -0.0046
C 0.0056 0.0159 0.0448
C -0.0328 -0.0098 0.1327
C -0.0491 0.0632 0.0107
C 0.0293 -0.0157 -0.0246
C -0.0061 0.0184 -0.0117
C -0.0120 0.0030 0.0177
C -0.0211 -0.0071 -0.0455
H -0.0099 -0.0070 -0.0169
H 0.0414 -0.0054 -0.0089
H -0.0094 -0.0069 0.0013
H -0.0281 0.0198 0.0084
H -0.0427 0.0006 -0.0180
H 0.0069 0.0085 -0.0250
H 0.0170 0.0379 0.0159
H 0.0054 -0.0256 -0.0311
H 0.0141 0.0014 0.0008
H -0.0024 0.0023 0.0114
H -0.0057 -0.0531 0.0440
H -0.0172 0.0293 -0.0247
H -0.0268 -0.0041 -0.0304
H 0.0074 0.0079 0.0000
H -0.0080 -0.0036 -0.0111
H 0.0089 0.0158 -0.0027
H -0.0003 -0.0098 0.0050
H 0.0157 0.0173 0.0022
H -0.0064 0.0104 -0.0176
H 0.0064 0.0148 0.0048
H 0.0028 0.0034 0.0023
H 0.0678 -0.0373 0.0081
H -0.0050 0.0061 -0.0015
H 0.0037 -0.0056 -0.0057
H 0.0052 -0.0057 0.0043
H 0.0144 -0.0301 0.0102
O 0.0005 -0.1992 -0.1112
C 0.0513 0.0235 -0.0442
C 0.0566 -0.0344 -0.0285
C -0.0770 0.0422 0.0085
O -0.0297 0.0380 -0.0289
C 0.0659 -0.0627 -0.0118
Se -0.1076 0.0515 -0.0363
C -0.0333 -0.0191 0.0347
Se 0.0878 -0.0411 0.0388
H 0.0473 0.0426 0.0610
H -0.0079 0.0080 -0.0066
H -0.0781 0.0424 0.0120
H -0.0113 0.0015 -0.0185
H 0.0136 -0.0017 0.0088
H 0.0035 0.0331 0.0347
H 0.0099 0.0130 -0.0011
H 0.0000 0.0033 -0.0055
H 0.0034 -0.0093 0.0075
H 0.0042 0.0545 0.0177
N -0.0482 -0.1707 0.1892
C 0.1966 0.1221 -0.1303
N -0.0914 -0.1194 0.0142
C 0.0037 0.0650 -0.0170
C -0.0026 -0.0145 0.0084
C -0.0083 -0.0179 -0.0061
C -0.0056 -0.0018 0.0121
C -0.0230 0.0049 -0.0244
C -0.0119 -0.0368 0.0546
S 0.0222 0.0296 0.0417
H -0.0111 0.0922 -0.0543
H 0.0089 -0.0057 -0.0099
H -0.0034 -0.0064 -0.0132
H -0.0059 -0.0028 0.0054
H -0.0018 -0.0048 -0.0010
H 0.0118 -0.0019 0.0119
Cl -0.0565 0.0057 -0.0200

Total charge ... -2
Energy relative to the best compared isomer or geometry (same formula, charge and spin) ... 1.5 kcal per mole
E_HOMO ... -1.388 eV
HOMO-LUMO gap ... 5.3135 eV